Here is a cluster of 2 separate species, C5H10O in total from the OMol25 dataset. Energies are from ωB97M-V/def2-TZVPD.

Last column: Mulliken charge in e.
Positions of all 16 atoms, in Å:
H1 0.5335 -0.4483 -2.3813  0.3192
C1 -0.1543 -1.0887 0.8432  -0.3593
H2 0.9197 -0.9931 1.1102  0.3143
H3 -0.3974 -2.1573 1.0135  0.3898
C2 -0.5245 -0.8842 -0.5804  -0.3101
H4 0.5626 -2.1070 -1.8212  0.3814
H5 -0.3943 2.8098 0.1530  0.3009
C3 0.0598 1.9996 -0.4208  -1.0538
H6 0.8796 1.5678 0.1622  0.2401
O1 -1.8098 0.5178 1.6382  -0.4333
H7 0.4618 2.3867 -1.3602  0.2951
C4 -0.9722 -0.3163 1.8609  -0.0891
C5 0.6396 -1.0589 -1.4787  -0.9323
H8 -0.7235 -0.5464 2.9127  0.3602
H9 1.6369 -0.9264 -1.0283  0.3071
H10 -0.7176 1.2448 -0.6229  0.2699

LUMO in eV: 0.0
E_tot in eV: -7390.429
Relative energy (zero: lowest compared OMol25 entry of this formula, charge and spin) in kJ/mol: 418.4
HOMO in eV: -8.5

---

Here is the molecule C5H10O from the OMol25 dataset. Energies are from ωB97M-V/def2-TZVPD.

Last column: Mulliken charge in e.
Positions of all 16 atoms, in Å:
H1 0.1941 -1.5406 -1.7686  0.2812
H2 0.9796 -0.2631 1.8754  0.3469
H3 1.9512 -0.8961 0.5262  0.3235
C1 -0.4198 1.6576 0.3726  -1.4043
H4 -1.0974 -0.4989 -1.4404  0.3291
H5 2.1435 0.7943 1.0340  0.4149
O1 -1.5746 -1.0119 0.9405  -0.5657
H6 -0.9974 1.4683 1.2783  0.3283
C2 1.4191 -0.0155 0.9070  -1.5019
C3 -0.7565 -1.5615 -1.2552  -0.9677
H7 0.3028 2.4596 0.5736  0.3865
C4 -0.7429 -0.8982 0.0662  0.5395
H8 -1.1075 2.0290 -0.4010  0.3293
C5 0.2871 0.3633 -0.0311  0.5111
H9 -1.3269 -2.4572 -1.5600  0.3043
H10 0.7478 0.5501 -1.0309  0.3448

SMILES string: CC(=O)C(C)C
LUMO in eV: 0.9
E_tot in eV: -7393.404
Relative energy (zero: lowest compared OMol25 entry of this formula, charge and spin) in kJ/mol: 131.4
HOMO in eV: -9.4

---

Here is the molecule C5H10O from the OMol25 dataset. Energies are from ωB97M-V/def2-TZVPD.

Last column: Mulliken charge in e.
Positions of all 16 atoms, in Å:
C1 1.3957 0.5007 0.3177  -0.1683
H1 -0.7104 -0.5250 -1.3249  0.3287
C2 -1.8900 0.5779 0.1286  -1.0521
H2 1.8644 1.0134 1.1529  0.3698
H3 -2.8075 0.5694 -0.4675  0.3435
C3 0.3245 -0.5401 0.5497  -0.0098
H4 1.7164 -0.8408 -1.1086  0.2689
H5 0.5257 1.2882 -1.2687  0.3506
C4 -0.9555 -0.5685 -0.2563  -0.7808
H6 -1.3964 1.5469 -0.0143  0.2797
H7 0.1668 -0.7922 1.6033  0.3883
H8 -1.4637 -1.5318 -0.1141  0.3287
C5 1.6631 -0.9255 -0.0257  -0.6624
H9 -2.1738 0.5157 1.1856  0.3053
O1 1.3909 1.3088 -0.8411  -0.5786
H10 2.3498 -1.5970 0.4834  0.2886

SMILES string: CC[C@H]1C[C@H]1O
LUMO in eV: 1.0
E_tot in eV: -7393.339
Relative energy (zero: lowest compared OMol25 entry of this formula, charge and spin) in kJ/mol: 137.6
HOMO in eV: -9.6